1.
Computed, not measured: a molecular structure, C6H10O in a non-equilibrium geometry, with ωB97M-V with the def2-TZVPD basis set.

Atoms and positions in Å:
C: -1.20 -1.36 -0.45
C: 0.03 -1.32 -1.00
C: -0.81 -0.03 0.43
C: 0.56 -0.17 -0.16
C: -1.51 1.32 0.16
C: 1.68 -0.35 0.80
O: 1.10 1.29 -1.20
H: -2.06 -1.92 -0.65
H: 0.31 -1.87 -1.87
H: -0.82 -0.06 1.47
H: -1.38 1.66 -0.95
H: -1.18 2.04 0.91
H: -2.56 1.05 0.24
H: 2.59 -0.59 0.18
H: 1.39 -1.35 1.24
H: 1.81 0.34 1.71
H: 2.04 1.33 -0.87

Summary:
E_LUMO   0.88 eV
Calculated total energy   -8427.609 eV
Molecular weight   98.1 g/mol
E_HOMO   -9.7 eV


2.
Computed, not measured: a single C19H23ClN4O4S molecule in a non-equilibrium geometry, with ωB97M-V with the def2-TZVPD basis set.

Atoms and positions in Å:
C: 4.06 1.68 1.66
C: 2.97 1.03 2.51
C: 1.60 1.58 2.12
C: 0.49 0.87 2.90
N: 0.57 -0.57 2.71
C: -0.38 -1.19 1.99
O: -1.34 -0.62 1.53
C: -0.23 -2.71 1.84
S: -1.67 -3.39 0.95
C: -1.34 -2.77 -0.62
N: -2.09 -2.86 -1.67
N: -1.41 -2.29 -2.68
C: -0.28 -1.89 -2.21
C: 0.78 -1.11 -2.91
N: 0.36 0.28 -2.99
C: 0.61 1.14 -1.98
O: 1.42 0.93 -1.10
C: -0.20 2.44 -2.07
O: -1.37 2.30 -2.83
C: -2.36 1.46 -2.36
C: -2.33 0.81 -1.14
C: -3.37 -0.03 -0.78
C: -4.43 -0.23 -1.64
Cl: -5.71 -1.29 -1.20
C: -4.47 0.42 -2.87
C: -3.44 1.26 -3.22
O: -0.16 -2.16 -0.88
C: 1.84 -1.12 3.13
C: 2.97 -0.48 2.32
H: 5.04 1.28 1.91
H: 4.08 2.76 1.82
H: 3.87 1.50 0.60
H: 3.16 1.26 3.56
H: 1.54 2.65 2.31
H: 1.45 1.41 1.05
H: -0.49 1.20 2.57
H: 0.60 1.07 3.97
H: -0.23 -3.20 2.81
H: 0.67 -2.98 1.29
H: 0.92 -1.50 -3.92
H: 1.70 -1.15 -2.34
H: -0.39 0.49 -3.62
H: 0.41 3.18 -2.60
H: -0.39 2.81 -1.06
H: -1.52 0.92 -0.44
H: -3.34 -0.53 0.18
H: -5.30 0.26 -3.54
H: -3.45 1.78 -4.17
H: 1.85 -2.20 3.02
H: 1.97 -0.88 4.19
H: 3.93 -0.91 2.63
H: 2.82 -0.71 1.26

Summary:
E_LUMO   0.47 eV
Calculated total energy   -57584.984 eV
Molecular weight   438.9 g/mol
Structure (SMILES)   CC1CCN(C(=O)CSc2nnc(CNC(=O)COc3ccc(Cl)cc3)o2)CC1
E_HOMO   -8.3 eV


3.
Computed, not measured: a molecular structure, C54H41ClF10N5OPTi in a non-equilibrium geometry, with ωB97M-V with the def2-TZVPD basis set.

Atoms and positions in Å:
Ti: 0.54 -0.03 -0.55
Cl: 1.93 6.60 -3.36
C: 1.34 5.06 -2.82
C: 0.76 4.18 -3.72
C: 0.33 2.95 -3.28
C: 0.46 2.58 -1.95
O: 0.05 1.34 -1.58
C: 0.98 3.49 -1.02
C: 1.40 2.10 1.09
N: 0.39 1.06 1.10
C: -0.46 1.08 2.20
C: 0.01 1.13 3.49
C: -0.85 1.22 4.61
C: -2.20 1.23 4.44
C: -2.74 1.16 3.13
C: -4.14 1.20 2.89
C: -4.60 1.18 1.61
C: -3.65 1.12 0.56
N: -2.36 1.08 0.74
C: -1.89 1.08 2.01
C: 1.45 4.72 -1.48
H: 0.66 4.46 -4.76
H: -0.13 2.25 -3.97
H: 1.60 2.42 2.11
H: 1.08 1.12 3.67
H: -0.42 1.28 5.60
H: -2.87 1.30 5.29
H: -4.82 1.25 3.73
H: -5.65 1.21 1.39
H: -4.00 1.12 -0.47
H: 1.86 5.42 -0.77
C: 1.77 -1.60 1.99
N: 2.21 -0.90 0.78
C: 2.87 -1.89 -0.10
C: 3.33 -1.19 -1.35
N: 2.24 -0.35 -1.83
C: 2.66 0.47 -2.89
C: 1.96 0.53 -4.10
F: 0.83 -0.16 -4.27
C: 2.35 1.31 -5.18
F: 1.59 1.34 -6.27
C: 3.49 2.09 -5.11
F: 3.86 2.85 -6.13
C: 4.22 2.06 -3.94
F: 5.33 2.79 -3.82
C: 3.81 1.28 -2.87
F: 4.60 1.35 -1.77
C: 3.08 0.25 1.16
C: 2.73 1.59 0.53
N: 0.95 3.33 0.40
C: -0.14 3.94 1.07
C: 0.04 4.41 2.37
F: 1.26 4.37 2.94
C: -1.00 4.88 3.15
F: -0.77 5.28 4.40
C: -2.27 4.97 2.62
F: -3.28 5.43 3.35
C: -2.47 4.58 1.31
F: -3.69 4.67 0.77
C: -1.43 4.07 0.55
F: -1.73 3.67 -0.68
H: 2.65 -1.92 2.57
H: 1.20 -2.48 1.72
H: 1.16 -0.95 2.60
H: 2.12 -2.65 -0.34
H: 3.70 -2.38 0.42
H: 3.62 -1.95 -2.09
H: 4.24 -0.63 -1.13
H: 4.12 -0.01 0.95
H: 3.00 0.35 2.25
H: 3.51 2.32 0.76
H: 2.70 1.51 -0.55
C: 1.76 -3.04 -3.84
C: 0.56 -3.05 -4.74
C: 0.68 -3.56 -6.03
C: -0.39 -3.57 -6.91
C: -1.60 -3.05 -6.51
C: -1.75 -2.53 -5.23
C: -0.68 -2.53 -4.33
P: -0.86 -1.82 -2.65
C: -2.59 -1.21 -2.68
C: -2.68 0.15 -2.97
C: -3.90 0.78 -3.13
C: -5.06 0.05 -2.96
C: -4.99 -1.30 -2.65
C: -3.77 -1.96 -2.52
C: -3.77 -3.44 -2.25
C: -0.76 -3.27 -1.56
C: -0.64 -4.59 -1.97
C: -0.47 -5.60 -1.04
C: -0.46 -5.28 0.32
C: -0.59 -3.97 0.73
C: -0.71 -2.93 -0.20
C: -0.85 -1.50 0.19
H: 1.83 -3.98 -3.27
H: 1.71 -2.22 -3.12
H: 2.67 -2.94 -4.42
H: 1.64 -3.95 -6.34
H: -0.26 -3.97 -7.91
H: -2.45 -3.03 -7.19
H: -2.70 -2.12 -4.93
H: -1.76 0.72 -3.07
H: -3.94 1.83 -3.38
H: -6.03 0.52 -3.08
H: -5.90 -1.87 -2.52
H: -4.78 -3.84 -2.37
H: -3.43 -3.67 -1.24
H: -3.11 -3.97 -2.94
H: -0.68 -4.83 -3.03
H: -0.37 -6.63 -1.36
H: -0.35 -6.07 1.05
H: -0.61 -3.73 1.79
H: -0.86 -1.39 1.28
H: -1.80 -1.10 -0.17

Summary:
E_LUMO   0.08 eV
Calculated total energy   -138263.832 eV
Molecular weight   1080.2 g/mol
E_HOMO   -7.7 eV


4.
Computed, not measured: a molecular structure, C31H45FeN5P2SSe, with ωB97M-V with the def2-TZVPD basis set.

Atoms and positions in Å:
Fe: 1.72 -1.69 0.43
C: 0.94 -5.30 0.52
P: 0.41 -3.64 0.00
C: -0.26 -3.90 -1.66
C: -1.02 -3.33 1.09
C: -0.53 -2.97 2.50
P: 0.76 -1.66 2.46
C: 1.91 -2.02 3.80
C: -0.04 -0.11 2.94
H: 0.07 -5.95 0.46
H: 1.32 -5.32 1.54
H: 1.69 -5.71 -0.15
H: -1.15 -4.54 -1.58
H: 0.47 -4.41 -2.28
H: -0.53 -2.95 -2.12
H: -1.68 -4.20 1.11
H: -1.58 -2.51 0.64
H: -0.08 -3.84 2.99
H: -1.35 -2.64 3.14
H: 1.34 -2.11 4.72
H: 2.63 -1.20 3.91
H: 2.45 -2.94 3.61
H: -0.63 -0.29 3.85
H: -0.68 0.27 2.16
H: 0.72 0.63 3.17
N: 4.86 0.67 1.38
C: 4.00 1.76 1.43
C: 4.26 3.10 1.67
C: 3.16 3.94 1.67
C: 1.87 3.45 1.43
C: 1.63 2.11 1.18
C: 2.72 1.25 1.17
N: 2.84 -0.13 0.95
C: 4.13 -0.41 1.10
C: 4.53 -1.79 0.97
C: 5.74 -2.40 1.10
S: 5.56 -4.08 0.91
C: 3.90 -3.89 0.67
N: 3.47 -2.64 0.71
H: 5.86 0.69 1.52
H: 5.25 3.47 1.86
H: 3.30 5.00 1.85
H: 1.03 4.14 1.47
H: 0.63 1.75 1.03
H: 6.70 -1.95 1.30
H: 3.27 -4.73 0.48
C: -5.87 0.02 -0.77
C: -4.59 -0.16 -1.58
C: -3.49 -0.91 -0.83
C: -2.90 -0.14 0.35
N: -2.09 1.01 -0.10
C: -0.91 0.97 -0.73
Se: 0.25 -0.51 -1.01
N: -0.60 2.19 -1.18
C: 0.50 2.59 -2.07
C: 0.01 2.80 -3.50
C: -0.36 1.51 -4.23
C: 0.84 0.63 -4.56
C: -1.63 3.07 -0.83
C: -1.78 4.44 -1.05
C: -2.92 5.01 -0.54
C: -3.88 4.26 0.17
C: -3.72 2.91 0.38
C: -2.57 2.32 -0.14
H: -6.66 0.44 -1.39
H: -5.75 0.69 0.08
H: -6.23 -0.94 -0.39
H: -4.21 0.81 -1.92
H: -4.82 -0.72 -2.49
H: -2.68 -1.18 -1.51
H: -3.90 -1.85 -0.43
H: -2.27 -0.77 0.96
H: -3.67 0.26 0.99
H: 1.26 1.80 -2.02
H: 0.94 3.49 -1.65
H: 0.80 3.32 -4.05
H: -0.85 3.48 -3.48
H: -0.86 1.78 -5.16
H: -1.10 0.95 -3.65
H: 1.61 1.20 -5.09
H: 0.55 -0.20 -5.20
H: 1.31 0.21 -3.67
H: -1.05 5.02 -1.59
H: -3.09 6.07 -0.67
H: -4.76 4.76 0.55
H: -4.46 2.34 0.93

Summary:
E_LUMO (alpha / beta)   -10.25 / -9.24 eV
Calculated total energy   -169453.594 eV
2S+1   2
Molecular weight   716.6 g/mol
E_HOMO (alpha / beta)   -16.2 / -16.2 eV
⟨S²⟩   0.897
Charge   +3


5.
Computed, not measured: 2 unconnected molecules or ions with the total composition C4H14N2O in a non-equilibrium geometry, with ωB97M-V with the def2-TZVPD basis set.

Atoms and positions in Å:
C: 1.90 0.84 0.89
C: 0.54 0.40 0.37
N: 0.77 -0.78 -0.57
C: -0.53 0.15 1.47
C: -1.75 -0.55 0.94
N: -2.49 0.32 -0.03
H: 1.92 1.52 1.73
H: 2.48 -0.05 1.10
H: 2.36 1.27 -0.02
H: 0.08 1.06 -0.36
H: 0.47 -1.66 -0.18
H: 1.77 -0.83 -0.70
H: -0.78 1.00 2.11
H: 0.07 -0.47 2.17
H: -1.45 -1.38 0.30
H: -2.43 -0.78 1.76
H: -1.80 0.73 -0.66
H: -3.08 -0.25 -0.63
O: 0.67 -0.54 -3.51
H: 0.74 0.43 -3.63
H: 0.53 -0.43 -2.54

Summary:
E_LUMO   0.85 eV
Calculated total energy   -9402.083 eV
Molecular weight   106.2 g/mol
Structure (SMILES)   C[C@@H](N)CCN.O
E_HOMO   -9.4 eV


6.
Computed, not measured: 4 unconnected molecules or ions with the total composition C11H23BN3O13S3, with ωB97M-V with the def2-TZVPD basis set.

Atoms and positions in Å:
C: -0.05 -1.18 -0.38
C: -0.53 -0.23 0.75
B: -1.49 0.76 0.06
O: -1.08 2.03 -0.32
C: -2.97 0.30 -0.24
C: -3.53 -0.92 0.05
N: -4.84 -0.85 -0.36
N: -5.80 -1.85 -0.23
C: -5.09 0.34 -0.89
N: -3.96 1.04 -0.84
H: 0.19 -0.56 -1.25
H: 0.86 -1.69 -0.10
H: -0.85 -1.85 -0.69
H: 0.33 0.30 1.14
H: -1.02 -0.80 1.54
H: -0.92 1.99 -1.28
H: -3.09 -1.77 0.52
H: -5.54 -2.51 0.49
H: -6.00 -2.30 -1.11
H: -6.04 0.67 -1.27
H: -3.85 1.99 -1.16
C: 0.61 -5.29 0.85
C: -0.02 -6.45 1.61
O: -0.78 -5.81 2.65
S: -1.34 -4.41 2.13
O: -2.68 -4.58 1.68
O: -1.00 -3.40 3.06
O: -0.41 -4.28 0.83
H: 1.48 -4.90 1.38
H: 0.89 -5.56 -0.16
H: 0.71 -7.12 2.04
H: -0.71 -7.01 0.98
C: 0.85 4.23 -2.15
C: 0.73 5.67 -2.60
O: 1.41 5.69 -3.86
S: 1.22 4.30 -4.62
O: 0.15 4.41 -5.54
O: 2.49 3.82 -5.00
O: 0.69 3.46 -3.35
H: 1.83 4.02 -1.73
H: 0.08 3.95 -1.43
H: 1.19 6.36 -1.90
H: -0.31 5.95 -2.77
C: 4.36 1.28 3.28
C: 5.43 0.88 2.29
O: 4.71 0.64 1.07
S: 3.46 1.63 0.98
O: 3.79 2.75 0.18
O: 2.30 0.86 0.71
O: 3.45 2.08 2.51
H: 3.82 0.41 3.66
H: 4.75 1.86 4.11
H: 5.97 -0.01 2.59
H: 6.14 1.69 2.12

Summary:
E_LUMO   -3.01 eV
Calculated total energy   -76041.823 eV
Molecular weight   512.3 g/mol
E_HOMO   -12.9 eV
Charge   +1


7.
Computed, not measured: a single C2H4N2O2S molecule in a non-equilibrium geometry, with ωB97M-V with the def2-TZVPD basis set.

Atoms and positions in Å:
C: -0.45 1.38 0.65
C: -1.90 -0.23 -0.85
N: -1.20 0.54 -0.11
N: 1.03 -1.32 0.54
O: 0.88 1.32 0.85
O: 0.89 0.00 -1.47
S: 1.58 0.10 -0.21
H: -1.02 1.93 1.28
H: -1.85 0.04 -1.86
H: 1.75 -1.74 1.04
H: 0.29 -2.01 0.12

Summary:
E_LUMO   0.58 eV
Calculated total energy   -20044.296 eV
Molecular weight   120.1 g/mol
E_HOMO   -7.8 eV